{"formula": "C26H14Cl2MoN5O4S3", "method": "ωB97M-V with the def2-TZVPD basis set", "elements": ["Mo", "Cl", "C", "C", "C", "N", "C", "O", "C", "C", "C", "C", "C", "N", "C", "C", "C", "Cl", "N", "C", "O", "C", "C", "C", "C", "C", "N", "H", "H", "H", "H", "H", "H", "H", "H", "H", "H", "O", "S", "O", "N", "C", "S", "C", "C", "C", "C", "C", "C", "H", "H", "H", "H", "S", "C"], "xyz": [[-0.1656, 1.0928, -0.7036], [-3.3345, 7.0360, 0.7690], [-2.3824, 5.5978, 0.9096], [-2.5920, 4.5788, -0.0121], [-1.8336, 3.4221, 0.0785], [-1.8938, 2.2982, -0.7628], [-2.8974, 2.0703, -1.6430], [-3.8958, 2.7389, -1.8428], [-2.6556, 0.7980, -2.4145], [-3.5801, 0.3352, -3.3290], [-3.3058, -0.8333, -4.0195], [-2.1129, -1.4937, -3.7689], [-1.2347, -0.9744, -2.8355], [-1.5027, 0.1550, -2.1663], [-0.8694, 3.2974, 1.0901], [-0.6728, 4.3060, 2.0122], [-1.4342, 5.4650, 1.9135], [-1.1619, 6.7288, 3.0625], [-0.2224, 2.0413, 1.0520], [0.0495, 1.3654, 2.2196], [0.2736, 1.8582, 3.3030], [-0.0197, -0.1264, 2.0466], [0.1995, -0.9726, 3.1120], [-0.0036, -2.3327, 2.9248], [-0.4218, -2.7873, 1.6873], [-0.5997, -1.8695, 0.6631], [-0.3962, -0.5632, 0.8357], [-3.3439, 4.6871, -0.7762], [-4.4846, 0.9095, -3.4710], [-4.0091, -1.2229, -4.7432], [-1.8503, -2.4052, -4.2866], [-0.2931, -1.4606, -2.6162], [0.0593, 4.2035, 2.7966], [0.5035, -0.5470, 4.0577], [0.1546, -3.0279, 3.7388], [-0.5848, -3.8355, 1.4899], [-0.8997, -2.1926, -0.3242], [0.7340, -4.5667, -0.5658], [1.8837, -3.9514, -1.1648], [2.5507, -4.6159, -2.2392], [1.4707, -2.4010, -1.6431], [2.1388, -1.5213, -0.9845], [2.0297, 0.1911, -1.2809], [3.0782, -2.0502, 0.0463], [3.8964, -1.3572, 0.9202], [4.6692, -2.0937, 1.8105], [4.6209, -3.4842, 1.8230], [3.7953, -4.1807, 0.9454], [3.0360, -3.4323, 0.0734], [3.9255, -0.2756, 0.9054], [5.3191, -1.5785, 2.5052], [5.2347, -4.0325, 2.5252], [3.7518, -5.2614, 0.9484], [0.8604, 3.7221, -2.7792], [0.4188, 2.5490, -1.8926]], "s_squared": 0.7851, "spin_multiplicity": 2, "lumo_ha": [-0.041, -0.066], "e_tot_ha": -3757.1773, "homo_ev": [-7.816, -7.997], "total_charge": 0, "max_force_ha_per_bohr": 0.0079}